Density functional theory data (ωB97M-V/def2-TZVPD) for a molecular structure, C5H8CaO3 in a non-equilibrium geometry.

Properties
Calculated total energy   -29891.1682 eV
Relative energy (zero: lowest compared OMol25 entry of this formula, charge and spin)   0.0 kcal/mol

The geometry in XYZ format:
```
17
Properties=species:S:1:pos:R:3:forces:R:3
Ca -0.300903 0.859958 -1.435989 1.779 0.945 -2.723
O -1.968829 1.606900 -1.826090 -5.078 0.274 1.130
O 1.218413 0.145722 -0.164186 1.961 -0.694 1.423
O -1.347443 -0.300292 -0.064262 0.785 -0.927 0.656
C -3.053199 1.044129 -0.831452 2.221 1.074 -1.824
C 0.784376 -0.910039 0.706234 0.047 -0.406 0.420
C -2.729123 0.120805 0.070011 -1.712 -0.110 1.100
C 2.623590 0.148278 -0.407597 0.011 -0.168 0.207
C -0.639446 -0.614720 1.120810 -0.636 0.012 -0.121
H 1.436630 -0.946197 1.589315 -0.079 -0.040 -0.154
H 2.835130 0.951957 -1.120208 0.033 -0.133 0.138
H 2.932790 -0.817833 -0.829958 0.025 0.216 0.088
H -4.048645 1.490628 -0.928467 0.612 -0.192 -0.068
H -0.674342 0.240142 1.813455 -0.022 -0.203 -0.091
H 0.856761 -1.862772 0.160468 0.005 0.173 0.096
H 3.157025 0.335025 0.533473 -0.001 -0.026 -0.265
H -1.082781 -1.491699 1.614436 0.049 0.204 -0.014
```
Forces are in eV/Å.

Here are the Löwdin charges for atoms 1 to 2, given in e: atom 1 (Ca): 1.480, atom 2 (O): -0.638



Density functional theory data (ωB97M-V/def2-TZVPD) for a molecular structure, C22H27AsN5O7P2SW.

Properties
⟨S²⟩   2.02
Calculated total energy   -137116.3023 eV
Relative energy (zero: lowest compared OMol25 entry of this formula, charge and spin)   29.0 kcal/mol
Charge   +1
2S+1   3

The geometry in XYZ format:
```
66
Properties=species:S:1:pos:R:3:forces:R:3
W -0.022505 0.386742 1.835369 -0.543 0.222 0.262
As 0.535919 0.986460 -0.721676 0.006 -0.062 0.024
S -0.000595 2.862798 1.550876 0.073 -0.069 0.093
P 0.018676 -1.677116 4.438794 -0.006 0.082 0.093
P -0.118928 1.167430 4.593313 0.115 0.000 -0.203
O 1.605317 -1.812217 4.189003 -0.091 -0.078 0.060
O 1.253147 0.990351 3.584297 0.153 -0.021 0.020
O -0.514729 -1.316213 3.051965 0.102 0.179 -0.308
O -1.133125 1.144233 3.425056 -0.014 -0.003 -0.160
O -0.099243 -0.268534 5.263503 0.046 -0.053 -0.012
O -0.023676 2.268136 5.525511 0.037 0.056 -0.033
O -0.569234 -2.781171 5.179595 0.019 -0.052 0.025
N -0.675419 -2.266276 0.049574 0.046 -0.156 0.094
N -1.767292 -0.381810 0.916810 0.227 -0.146 0.075
N 1.134402 -1.271684 1.152047 -0.033 0.034 -0.082
N 1.274678 -3.455864 0.381494 0.052 0.105 -0.151
N -2.884502 -2.427135 0.754072 -0.012 0.132 -0.124
C 1.838506 -1.634486 -3.773594 0.035 -0.008 0.012
C 1.058432 -0.759580 -3.025922 -0.004 0.017 -0.033
C -1.267828 2.818209 -2.016911 0.008 0.013 0.028
C 1.909713 4.592126 0.572328 0.017 0.044 -0.005
C 2.560958 2.954147 -1.596792 0.002 -0.013 -0.021
C 2.826945 -0.584116 -1.404431 0.016 -0.001 0.020
C 3.203250 4.172518 -1.428557 -0.003 -0.018 -0.008
C -3.015875 0.876230 -2.961515 -0.017 -0.012 0.004
C -1.894608 0.505272 -2.236139 -0.032 0.005 0.041
C 0.616815 -2.293386 0.553717 -0.047 -0.001 0.112
C 2.871265 4.982898 -0.349578 -0.012 0.003 0.015
C 3.107761 -1.984198 -3.337939 -0.027 -0.008 -0.005
C -3.270594 2.219250 -3.206765 0.018 0.006 0.000
C 3.605364 -1.452209 -2.154128 0.005 0.015 0.017
C -2.397782 3.187159 -2.734069 -0.009 -0.014 -0.002
C 1.547538 -0.235725 -1.835896 -0.019 -0.014 0.093
C 1.603237 2.565657 -0.672659 -0.089 0.025 0.088
C 1.270015 3.367513 0.416317 -0.012 -0.088 -0.040
C -2.841220 -3.868468 0.519429 -0.006 -0.034 0.008
C -4.114307 -1.814230 1.254503 -0.034 0.001 0.055
C -1.014170 1.475541 -1.765409 0.054 0.020 -0.001
C -1.807182 -1.651172 0.621894 0.008 -0.014 -0.032
H 2.276363 -3.469554 0.476011 -0.001 0.000 -0.003
H 1.659936 5.230204 1.409912 -0.004 0.000 0.004
H 1.656931 1.863770 3.438459 -0.051 -0.025 0.050
H 0.082064 -0.471620 -3.392000 0.048 -0.004 -0.021
H -3.768930 -4.300868 0.878121 0.006 0.001 0.008
H -4.485109 -1.058916 0.559485 0.014 0.010 0.006
H 1.456387 -2.027209 -4.706649 0.004 -0.006 -0.003
H -2.025227 -4.329605 1.076371 0.001 0.009 0.000
H 4.605447 -1.701264 -1.823462 0.006 -0.003 -0.006
H -2.761652 -4.110245 -0.544211 -0.003 0.002 0.002
H 2.038161 -2.262668 4.925060 0.007 -0.018 0.023
H 0.855599 -4.236480 -0.091626 -0.008 -0.013 0.026
H 2.800983 2.314820 -2.438061 0.009 0.009 -0.001
H -2.592688 4.234319 -2.922340 -0.002 0.000 -0.002
H 3.226574 -0.159717 -0.488773 -0.001 0.004 -0.028
H -3.690256 0.117955 -3.338240 -0.003 0.004 -0.001
H -4.870736 -2.582760 1.368527 -0.003 -0.001 -0.050
H -4.147780 2.509121 -3.769409 -0.003 0.001 -0.002
H -2.607530 -0.030144 1.361622 -0.009 -0.022 -0.025
H -3.946182 -1.366037 2.236046 0.012 -0.006 0.000
H -1.700411 -0.544735 -2.052948 -0.034 -0.019 0.042
H 1.975194 -1.484933 1.679633 0.005 -0.020 -0.031
H 3.717228 -2.657272 -3.926099 0.000 0.000 -0.007
H -0.900354 -3.069149 -0.516506 -0.013 0.015 0.012
H -0.591793 3.581005 -1.651097 -0.003 -0.006 -0.011
H 3.371763 5.933451 -0.220040 0.002 0.001 0.002
H 3.956894 4.491449 -2.135271 0.000 -0.005 -0.005
```
Forces are in eV/Å.

Here are the Löwdin charges for atoms 1 to 2, given in e: atom 1 (W): 1.323, atom 2 (As): 1.257